Below is 2 unconnected molecules or ions with the total composition CH4NOS, with properties calculated with ωB97M-V/def2-TZVPD.

Geometry (Å):
C (-1.398, -0.648, 0.386)
N (-0.369, 0.159, -0.396)
O (-0.613, 1.405, -0.495)
S (2.581, -0.231, -0.009)
H (-1.281, -1.723, 0.301)
H (-2.389, -0.137, 0.764)
H (0.795, 0.113, -0.339)
H (2.675, 1.062, -0.211)

Cartesian forces (eV/Å) of the 6 atoms listed first:
C 2.238 2.919 -2.381
N -4.308 -0.170 4.047
O -0.150 -0.483 -0.474
S -0.143 -0.544 0.025
H 0.022 0.164 0.169
H 2.354 -0.881 -1.197

Properties
HOMO level (spin up / spin down) = -3.56 / -3.52 eV
Kohn-Sham gap (spin up / spin down) = 7.9 / 7.8 eV
charge = -1

Below is a single CH4NP molecule, with properties calculated with ωB97M-V/def2-TZVPD.

Geometry (Å):
H (-2.392, -0.285, -0.135)
N (-1.484, -0.691, -0.186)
C (-0.287, 0.113, -0.429)
P (1.355, -0.488, -0.173)
H (-0.555, 1.124, -0.637)
H (1.131, -1.219, 1.073)
H (1.725, 0.626, 0.465)

Cartesian forces (eV/Å) of the 6 atoms listed first:
H -0.392 1.517 -0.667
N 7.786 1.504 -0.568
C -8.781 -3.645 1.838
P 0.124 -2.379 -0.136
H 0.573 0.927 -0.359
H -0.015 0.416 -0.941

Properties
SMILES string = [H]/N=C/P
HOMO level = -9.35 eV
Kohn-Sham gap = 9.6 eV

Below is a gas-phase ion, CH4NS2 (charge +1), with properties calculated with ωB97M-V/def2-TZVPD.

Geometry (Å):
N (-0.853, 0.149, 0.256)
C (0.670, 0.029, 0.042)
S (1.190, -1.224, -1.043)
S (1.469, 0.842, -1.256)
H (-1.323, -0.143, -0.649)
H (-1.227, 1.138, 0.617)
H (-1.166, -0.595, 0.958)
H (1.240, -0.195, 1.074)

Cartesian forces (eV/Å) of the 6 atoms listed first:
N -1.115 0.389 0.537
C 0.646 -1.003 4.136
S 0.007 -0.496 -1.198
S -0.018 0.215 -0.354
H 0.478 0.781 0.949
H 1.118 -2.537 -1.088

Properties
SMILES string = [NH3+]C1SS1
HOMO level = -13.53 eV
Kohn-Sham gap = 8.7 eV
charge = +1

Below is a molecular structure, CH4Na8O5, with properties calculated with ωB97M-V/def2-TZVPD.

Geometry (Å):
Na (0.043, 0.460, -2.070)
Na (-1.471, 1.400, -0.378)
Na (0.931, 1.711, 1.755)
Na (2.235, 1.310, -1.039)
Na (0.642, 3.117, -1.213)
Na (1.341, -1.541, -0.483)
Na (0.281, -0.549, 1.952)
Na (2.734, -0.369, 1.489)
C (0.549, 0.504, 0.035)
O (-0.391, -0.308, -0.020)
O (1.600, 0.112, 0.510)
O (0.464, 1.491, -0.677)
O (-1.373, -1.442, -1.143)
H (-1.667, -0.801, -1.790)
H (-0.823, -0.940, -0.541)
O (-1.863, -1.119, 1.438)
H (-1.278, -0.966, 0.696)
H (-1.954, -2.071, 1.480)

Cartesian forces (eV/Å) of the 6 atoms listed first:
Na -2.210 -3.657 -8.553
Na -6.876 1.728 0.703
Na 0.169 4.182 3.779
Na 8.559 1.024 -3.027
Na 0.166 9.660 -3.113
Na 0.673 -6.254 -2.576

Properties
HOMO level = -33.06 eV
Kohn-Sham gap = 6.7 eV
charge = +6

Below is a single CH4O molecule, with properties calculated with ωB97M-V/def2-TZVPD.

Geometry (Å):
C (0.448, -0.014, 0.015)
O (-0.997, -0.187, -0.054)
H (0.755, -0.841, -0.781)
H (0.891, -0.457, 0.931)
H (0.593, 1.088, -0.358)
H (-1.690, 0.410, 0.248)

Atomic forces in eV per Å
C -1.500 -0.376 -2.545
O -0.125 -1.462 -0.179
H -0.199 2.233 1.224
H -0.289 1.293 -0.067
H 0.863 -2.269 1.145
H 1.251 0.581 0.421

Properties
SMILES string = CO
HOMO level = -10.30 eV
Kohn-Sham gap = 11.4 eV

Below is a single CH4O molecule, with properties calculated with ωB97M-V/def2-TZVPD.

Geometry (Å):
C (-0.022, 0.553, -0.367)
O (0.116, -0.606, 0.426)
H (0.481, 0.470, -1.322)
H (-1.061, 0.885, -0.457)
H (0.334, 1.434, 0.290)
H (-0.551, -1.258, 0.281)

Atomic forces in eV per Å
C -0.461 1.715 2.009
O 0.927 0.369 0.423
H 0.123 0.187 -0.135
H -0.171 -0.549 -0.566
H 0.290 -1.392 -1.276
H -0.707 -0.330 -0.455

Properties
SMILES string = CO
HOMO level = -10.59 eV
Kohn-Sham gap = 11.6 eV

Below is a gas-phase ion, CH4O2PS (charge -1), with properties calculated with ωB97M-V/def2-TZVPD.

Geometry (Å):
O (1.688, 1.565, 0.275)
P (1.452, 0.149, -0.140)
O (0.516, 0.464, -1.560)
C (-0.129, -0.392, 0.850)
S (-1.469, -1.703, 0.108)
H (0.130, 1.428, -1.338)
H (-0.584, 0.549, 1.158)
H (0.019, -0.932, 1.731)
H (-1.624, -1.128, -1.083)

Cartesian forces (eV/Å) of the 6 atoms listed first:
O 0.365 1.240 1.340
P -1.155 -1.170 -1.587
O -1.048 2.396 0.600
C -1.266 -0.367 -1.495
S 1.404 1.592 0.695
H 1.338 -3.031 -0.658

Properties
SMILES string = [O-]P(O)CS
HOMO level = -3.20 eV
Kohn-Sham gap = 6.7 eV
charge = -1

Below is 2 unconnected molecules or ions with the total composition CH4O2PS, with properties calculated with ωB97M-V/def2-TZVPD.

Geometry (Å):
C (-2.205, 0.137, 0.176)
O (2.837, -1.221, -0.474)
O (2.644, 1.198, -0.274)
P (-0.415, -0.047, 0.117)
S (2.528, -0.096, 0.419)
H (-2.357, 1.008, 0.855)
H (-2.528, -0.721, 0.817)
H (-0.168, 0.885, -0.888)
H (-0.336, -1.143, -0.748)

Cartesian forces (eV/Å) of the 6 atoms listed first:
C 0.472 -0.255 1.803
O -0.160 -0.141 0.419
O 0.007 -0.098 0.495
P -0.393 0.018 -0.533
S -0.298 0.333 -0.902
H -0.269 -0.070 -0.466

Properties
HOMO level (spin up / spin down) = -3.09 / -2.06 eV
Kohn-Sham gap (spin up / spin down) = 6.7 / 5.2 eV
charge = -1

Below is a gas-phase ion, CH4O2PS (charge -1), with properties calculated with ωB97M-V/def2-TZVPD.

Geometry (Å):
C (-0.655, 0.949, -0.038)
O (1.387, 0.085, -1.608)
O (0.861, -1.220, 0.943)
P (1.200, 0.525, -0.217)
S (-1.725, -0.445, -0.105)
H (-1.067, 1.607, -0.908)
H (-0.853, 1.335, 0.887)
H (1.454, -1.782, 0.580)
H (-0.603, -1.055, 0.466)

Cartesian forces (eV/Å) of the 6 atoms listed first:
C 0.187 1.387 -3.572
O 0.910 -0.923 -2.599
O -2.863 2.820 2.270
P -1.636 1.430 1.981
S -0.631 -1.775 -0.115
H 1.370 -0.570 1.654

Properties
<S²> = 2.008
HOMO level (spin up / spin down) = -0.15 / -4.31 eV
spin multiplicity = 3
Kohn-Sham gap (spin up / spin down) = 4.0 / 6.8 eV
charge = -1

Below is 2 unconnected molecules or ions with the total composition CH4O2S, with properties calculated with ωB97M-V/def2-TZVPD.

Geometry (Å):
C (-1.471, 0.349, -0.134)
O (2.891, -0.573, 0.002)
O (-0.526, -0.596, -0.061)
S (1.833, 0.571, 0.444)
H (-1.336, 0.865, 0.846)
H (-2.438, -0.153, -0.274)
H (-1.610, 1.026, -1.111)
H (2.657, -1.490, 0.287)

Cartesian forces (eV/Å) of the 6 atoms listed first:
C -0.560 1.790 -0.571
O -0.556 -0.562 -0.455
O 3.172 -0.260 -0.895
S -1.835 -1.554 -0.195
H -1.319 0.706 -0.850
H -0.253 -0.380 0.833

Properties
HOMO level (spin up / spin down) = -9.18 / -8.95 eV
Kohn-Sham gap (spin up / spin down) = 6.5 / 6.2 eV

Below is a single CH4O2S2 molecule, with properties calculated with ωB97M-V/def2-TZVPD.

Geometry (Å):
C (1.375, 0.044, -0.477)
O (-0.161, -0.064, -0.695)
S (-1.242, -0.144, 0.468)
O (-0.712, -0.758, 1.638)
S (-2.804, -0.571, -0.445)
H (1.761, -0.981, -0.548)
H (1.568, 0.552, 0.477)
H (1.677, 0.654, -1.214)
H (-1.462, 1.269, 0.796)

Cartesian forces (eV/Å) of the 6 atoms listed first:
C -3.073 -2.034 2.940
O 1.879 0.204 0.265
S 0.124 3.237 -0.402
O 0.247 -0.628 0.411
S -0.812 -0.763 -0.081
H -0.085 0.530 0.193

Properties
SMILES string = CO[S@H](=O)=S
HOMO level = -9.71 eV
Kohn-Sham gap = 10.2 eV

Below is a single CH4O2S2 molecule, with properties calculated with ωB97M-V/def2-TZVPD.

Geometry (Å):
C (-1.192, -0.219, -0.414)
O (0.219, -0.603, -0.617)
S (1.228, 0.219, 0.276)
O (0.966, 1.622, 0.159)
S (2.994, -0.402, 0.130)
H (-1.698, 0.153, -1.212)
H (-1.346, 0.506, 0.317)
H (-1.849, -1.073, -0.155)
H (0.679, -0.202, 1.515)

Cartesian forces (eV/Å) of the 6 atoms listed first:
C 0.301 -2.638 1.425
O -1.452 0.051 -0.525
S -0.243 -0.019 1.963
O -0.207 0.214 -0.141
S -0.225 -0.301 -0.273
H -0.310 1.222 -3.187

Properties
SMILES string = CO[S@H](=O)=S
HOMO level = -9.82 eV
Kohn-Sham gap = 10.3 eV

Below is a single CH4O2S2 molecule, with properties calculated with ωB97M-V/def2-TZVPD.

Geometry (Å):
O (0.953, 0.840, -0.829)
C (0.754, -0.320, -0.231)
O (0.884, -0.311, 1.113)
S (-1.087, -0.995, -0.686)
S (-2.069, 0.499, 0.406)
H (0.841, 1.558, -0.146)
H (1.500, -1.091, -0.497)
H (0.664, -1.195, 1.558)
H (-2.438, 1.014, -0.688)

Cartesian forces (eV/Å) of the 6 atoms listed first:
O 0.481 2.497 0.996
C -0.709 -3.775 -0.594
O -0.574 -0.148 3.126
S 1.208 0.406 0.900
S 0.860 -1.570 1.236
H -0.017 -0.868 -0.970

Properties
SMILES string = OC(O)SS
HOMO level = -8.89 eV
Kohn-Sham gap = 9.3 eV

Below is a single CH4O2S2 molecule, with properties calculated with ωB97M-V/def2-TZVPD.

Geometry (Å):
O (0.654, 0.912, -0.396)
C (0.552, -0.437, -0.444)
O (0.978, -1.163, 1.055)
S (-1.294, -0.896, -0.610)
S (-2.119, 0.610, 0.497)
H (-0.021, 1.173, 0.208)
H (1.174, -0.827, -1.261)
H (1.968, -1.118, 1.133)
H (-1.891, 1.746, -0.182)

Cartesian forces (eV/Å) of the 6 atoms listed first:
O 1.726 -1.169 -0.773
C -0.388 -1.033 2.887
O 0.208 1.583 -3.341
S 1.254 0.249 -0.298
S -0.175 -0.261 0.752
H -0.871 0.863 1.245

Properties
SMILES string = OC(O)SS
HOMO level = -9.48 eV
Kohn-Sham gap = 9.7 eV

Below is 2 unconnected molecules or ions with the total composition CH4O2S2, with properties calculated with ωB97M-V/def2-TZVPD.

Geometry (Å):
C (-0.146, -1.225, -0.655)
O (-0.620, -1.917, -1.641)
O (0.944, -0.822, -0.456)
S (0.702, 2.214, 0.689)
S (-1.165, 1.810, 1.156)
H (-0.813, -1.131, 0.201)
H (-1.432, -2.404, -1.631)
H (1.240, 0.805, 0.600)
H (1.290, 2.669, 1.737)

Cartesian forces (eV/Å) of the 6 atoms listed first:
C -2.783 -0.743 3.611
O 1.992 -0.249 -2.937
O 2.599 0.748 -1.459
S 0.065 -2.801 -2.516
S -0.860 0.103 0.274
H -0.956 0.141 -0.044

Properties
HOMO level = -8.10 eV
Kohn-Sham gap = 8.5 eV

Below is 2 unconnected molecules or ions with the total composition CH4O3, with properties calculated with ωB97M-V/def2-TZVPD.

Geometry (Å):
H (0.212, 0.410, 2.012)
H (0.066, -0.268, 2.269)
O (-0.446, 1.010, -1.540)
C (-0.780, 0.064, -0.905)
O (-0.055, -0.636, -0.013)
O (1.317, -0.346, 0.042)
H (-1.720, -0.478, -1.106)
H (1.406, 0.244, -0.760)

Cartesian forces (eV/Å) of the 6 atoms listed first:
H -0.001 0.030 0.383
H -0.028 0.171 0.281
O 0.919 0.650 -0.047
C -0.410 -1.032 -0.447
O -1.008 -0.860 -0.417
O 0.272 1.302 -1.333

Properties
SMILES string = [H][H].O=COO
HOMO level = -11.13 eV
Kohn-Sham gap = 11.9 eV

Below is 2 unconnected molecules or ions with the total composition CH4O3S, with properties calculated with ωB97M-V/def2-TZVPD.

Geometry (Å):
C (-0.082, 0.161, -0.559)
O (0.566, 1.020, -1.307)
O (1.538, -0.939, 0.701)
O (-0.833, 0.654, 0.414)
S (-1.499, -0.379, 1.565)
H (-0.274, -0.811, -0.989)
H (0.694, 1.862, -0.843)
H (2.345, -0.672, 0.260)
H (-2.454, -0.894, 0.759)

Cartesian forces (eV/Å) of the 6 atoms listed first:
C 2.072 -0.981 1.645
O -0.526 -0.214 0.187
O -2.122 1.081 -1.027
O 0.382 0.223 -0.651
S 0.021 -0.333 -0.154
H -0.039 0.022 0.008

Properties
HOMO level = -8.52 eV
Kohn-Sham gap = 8.4 eV

Below is a molecular structure, CH4O3S, with properties calculated with ωB97M-V/def2-TZVPD.

Geometry (Å):
C (0.544, 0.909, 0.397)
O (-3.012, -1.356, -0.587)
O (-3.201, 0.841, 0.469)
O (0.127, 0.961, -0.776)
S (-2.326, -0.144, -0.133)
H (1.104, 1.672, 0.999)
H (0.585, -0.147, 0.898)
H (-1.778, -0.241, 3.692)
H (-1.429, -0.980, 3.623)

Cartesian forces (eV/Å) of the 6 atoms listed first:
C 0.361 -2.285 -2.488
O 1.289 1.481 0.407
O 1.010 -0.305 -0.366
O 1.475 0.943 3.699
S -2.886 -1.536 0.015
H -0.776 0.148 -0.834

Properties
HOMO level = -10.89 eV
Kohn-Sham gap = 9.7 eV

Below is 2 unconnected molecules or ions with the total composition CH4O3S, with properties calculated with ωB97M-V/def2-TZVPD.

Geometry (Å):
C (-0.974, -1.036, 0.224)
O (1.647, 1.055, 0.497)
O (0.541, 1.253, -0.456)
O (0.746, 1.064, -1.721)
S (-0.399, -1.622, -1.395)
H (-0.623, -1.594, 0.984)
H (-2.023, -0.846, 0.294)
H (-0.445, -0.076, 0.489)
H (1.530, 1.802, 1.084)

Cartesian forces (eV/Å) of the 6 atoms listed first:
C 0.317 2.657 -2.314
O 0.877 -1.156 -1.402
O -0.904 1.230 -1.469
O 0.770 -0.197 2.622
S -0.292 0.373 0.834
H 0.965 -2.631 2.451

Properties
HOMO level (spin up / spin down) = -9.21 / -8.82 eV
Kohn-Sham gap (spin up / spin down) = 7.8 / 7.2 eV

Below is 2 unconnected molecules or ions with the total composition CH4O3S, with properties calculated with ωB97M-V/def2-TZVPD.

Geometry (Å):
C (1.718, 0.685, 1.121)
O (-2.312, 0.755, -1.326)
O (-1.958, -1.671, -0.573)
O (-2.573, -1.809, -1.834)
S (-1.586, -0.478, -1.550)
H (1.874, -0.250, 0.646)
H (2.529, 0.978, 1.712)
H (1.513, 1.160, 0.107)
H (0.795, 0.630, 1.697)

Cartesian forces (eV/Å) of the 6 atoms listed first:
C -2.180 -0.073 -2.578
O -1.153 -0.444 0.425
O -0.724 -2.326 3.623
O -4.326 -4.065 -1.939
S 6.215 6.837 -2.104
H 0.491 -1.666 0.501

Properties
<S²> = 2.013
HOMO level (spin up / spin down) = -6.90 / -11.66 eV
spin multiplicity = 3
Kohn-Sham gap (spin up / spin down) = 7.1 / 7.6 eV

The records above yield energy above the lowest of the compared OMol25 structures with the same formula, charge and spin values of 434.26; 147.15; 0.00; 3293.84; 80.84; 19.95; 272.71; 581.59; 171.99; 522.89; 211.43; 201.07; 73.01; 120.57; 172.95; 413.61; 398.95; 299.73; 822.32; 414.47 kJ/mol, respectively.
The records above yield largest force on an atom values of 5.91; 9.68; 4.31; 18.55; 2.98; 2.68; 3.38; 1.88; 4.67; 3.31; 4.71; 3.43; 3.89; 3.70; 4.62; 1.88; 2.82; 4.09; 3.72; 9.48 eV Å⁻¹, respectively.